1.
ORCA calculation (ωB97M-V/def2-TZVPD) on C8H12F7N3O7PS2 as an isolated structure at a distorted geometry.

Geometry as ORCA input:
```
! wB97M-V def2-TZVPD RIJCOSX def2/J DEFGRID3
* xyz -1 1
N 5.48 -0.27 -1.93
C 4.42 0.31 -2.81
C 3.24 1.03 -2.00
C 1.91 0.16 -1.81
P 2.44 -1.66 -1.62
N 1.20 -2.58 -0.73
O 2.49 -2.46 -3.16
C 0.73 0.34 -2.89
C -0.62 0.22 -1.98
F -1.13 -1.10 -1.77
O -0.25 0.63 -0.63
C 1.16 0.86 -0.59
O 1.57 1.58 0.33
H 5.08 -0.79 -1.14
H 6.12 -0.89 -2.45
H 4.95 1.15 -3.40
H 4.04 -0.42 -3.62
H 3.69 1.43 -1.03
H 2.94 1.95 -2.62
H 1.57 -2.78 0.22
H 1.19 -3.52 -1.18
H 1.55 -2.65 -3.38
H 0.57 -0.47 -3.67
H 0.60 1.40 -3.30
H -1.51 0.82 -2.39
C -2.38 -1.00 1.58
F -1.30 -1.73 1.24
F -2.56 -0.10 0.59
F -3.44 -1.84 1.51
S -2.22 -0.21 3.22
O -1.06 0.65 3.09
O -2.05 -1.32 4.14
N -3.63 0.51 3.23
S -3.90 1.34 4.55
O -3.12 2.55 4.72
O -4.12 0.58 5.76
C -5.57 1.94 4.09
F -6.43 0.93 3.87
F -5.55 2.67 2.95
F -6.12 2.73 5.04
*
```

**Molecular weight**: 490.3 Da
**Relative energy (zero: lowest compared OMol25 entry of this formula, charge and spin)**: 256.5 kJ/mol
**Frontier orbital gap**: 0.3046 Eh
**Highest occupied orbital energy**: -6.3 eV
**Electronic energy**: -2839.811256 a.u.

2.
ORCA calculation (ωB97M-V/def2-TZVPD) on C8H12IN3OPdSSbSe4 as an isolated structure at a distorted geometry.

Geometry as ORCA input:
```
! wB97M-V def2-TZVPD RIJCOSX def2/J DEFGRID3
* xyz 1 5
Pd -0.03 2.78 0.49
Se -1.47 4.93 0.78
Sb 1.91 3.92 1.89
Se 1.28 1.57 2.42
Se 1.96 4.15 -0.62
Se -2.36 3.22 1.90
N 1.97 -0.17 -2.17
C 2.49 0.65 -1.26
O 1.81 1.24 -0.43
C 3.98 0.83 -1.27
I 4.49 2.42 -2.66
H 0.96 -0.28 -2.23
H 2.54 -0.64 -2.86
H 4.50 -0.06 -1.60
H 4.32 1.16 -0.29
C -1.63 -1.05 2.96
C -1.61 -1.14 1.48
C -1.83 -2.28 0.74
C -1.75 -2.19 -0.66
N -1.49 -1.04 -1.27
C -1.32 0.06 -0.55
S -1.10 1.55 -1.31
N -1.37 0.01 0.82
C -1.97 -3.36 -1.55
H -1.70 -2.03 3.41
H -2.49 -0.46 3.29
H -0.73 -0.54 3.32
H -2.04 -3.21 1.23
H -1.19 0.87 1.36
H -1.89 -4.29 -1.01
H -1.27 -3.33 -2.38
H -2.97 -3.29 -1.98
*
```

**⟨S²⟩**: 6.07
**Molecular weight**: 869.2 Da
**Frontier orbital gap (spin up / spin down)**: 0.2245 / 0.1954 Eh
**Highest occupied orbital energy (spin up / spin down)**: -10.7 / -11.2 eV
**Electronic energy**: -11221.108772 a.u.

3.
ORCA calculation (ωB97M-V/def2-TZVPD) on C8H12InO6 as an isolated structure at a distorted geometry.

Geometry as ORCA input:
```
! wB97M-V def2-TZVPD RIJCOSX def2/J DEFGRID3
* xyz 3 1
In -0.73 4.35 -1.87
C -2.70 -0.68 2.05
C -2.48 0.77 2.50
C -1.16 0.92 3.24
O -0.46 1.88 2.52
C -1.12 2.23 1.36
O -0.72 3.03 0.60
O -2.33 1.67 1.42
H -3.31 -1.25 2.76
H -1.78 -1.26 1.92
H -3.21 -0.81 1.09
H -3.34 1.08 3.11
H -0.49 0.04 3.34
H -1.32 1.36 4.26
C 1.30 -2.30 -1.60
C 2.44 -1.19 -1.66
C 2.61 -0.93 -3.17
O 1.91 0.22 -3.43
C 1.48 0.78 -2.25
O 0.83 1.76 -2.21
O 1.96 0.05 -1.21
H 1.64 -3.28 -1.93
H 0.41 -2.05 -2.18
H 1.15 -2.39 -0.51
H 3.30 -1.47 -1.05
H 2.38 -1.80 -3.81
H 3.72 -0.71 -3.29
*
```

**Molecular weight**: 319.0 Da
**Relative energy (zero: lowest compared OMol25 entry of this formula, charge and spin)**: 45.7 kJ/mol
**Frontier orbital gap**: 0.0810 Eh
**Highest occupied orbital energy**: -20.2 eV
**Electronic energy**: -952.242578 a.u.